Here is C21H24N2O3 in the gas phase at a distorted geometry from the OMol25 dataset. Energies are from ωB97M-V with the def2-TZVPD basis set.

## Properties
DFT total energy   -31288.7256 eV
SMILES   COC(=O)[C@@H]1C[C@]23C=CCN4CC[C@]5(c6ccccc6N[C@@]15C[C@H]2O)[C@H]43
Gap between HOMO and LUMO   8.33 eV
Highest occupied orbital energy   -7.67 eV

Geometry (Å):
O: 0.06 0.36 3.79
O: 2.47 -0.74 2.37
O: 2.46 -2.28 0.67
N: -0.49 -2.24 -0.19
N: -1.86 2.30 -0.31
C: -1.38 3.79 1.59
C: -1.31 -0.03 -0.26
C: -2.59 -3.46 -0.84
C: -0.32 -0.96 0.53
C: -1.04 2.06 -1.50
C: -1.79 -2.31 -0.59
C: -4.49 -1.97 -1.04
C: -0.84 0.26 2.71
C: -0.75 -1.15 2.04
C: -2.34 -1.05 -0.58
C: -1.69 1.17 0.60
C: 1.05 -0.22 0.55
C: -0.59 1.41 1.69
C: -3.94 -3.26 -1.03
C: 0.87 1.23 1.13
C: -0.86 0.54 -1.63
C: 2.13 -1.11 1.25
C: -3.67 -0.84 -0.83
C: -1.98 3.67 0.21
C: -0.74 2.80 2.29
C: 3.29 -3.12 1.47
H: 4.27 -2.68 1.55
H: -3.04 3.88 0.28
H: 1.46 -0.15 -0.46
H: 0.98 0.21 3.51
H: 1.58 1.45 1.94
H: -4.64 -4.07 -1.22
H: 0.17 0.30 -1.92
H: -0.10 -1.79 2.63
H: -5.56 -1.82 -1.17
H: -1.45 4.73 2.12
H: -0.12 -3.07 0.26
H: -2.16 -4.47 -0.79
H: -1.73 -1.60 2.03
H: -1.83 0.36 3.13
H: 1.09 1.94 0.37
H: -2.66 1.00 1.08
H: 2.85 -3.27 2.50
H: -1.51 0.10 -2.44
H: -0.08 2.55 -1.33
H: 3.40 -4.14 1.05
H: -1.56 4.44 -0.46
H: -1.46 2.45 -2.42
H: -0.30 3.02 3.24
H: -4.03 0.19 -0.83

***

Here is a molecular structure, ClNi at a distorted geometry from the OMol25 dataset. Energies are from ωB97M-V with the def2-TZVPD basis set.

## Properties
Expectation value of S²   2.010
2S+1   3
DFT total energy   -53555.0948 eV
Gap between HOMO and LUMO (alpha / beta)   9.35 / 7.40 eV
Highest occupied orbital energy (alpha / beta)   -17.32 / -17.05 eV
Net charge   +1

Geometry (Å):
Ni: -0.24 0.92 -0.56
Cl: 0.24 -0.92 0.56

***

Here is CH6NPS in the gas phase at a distorted geometry from the OMol25 dataset. Energies are from ωB97M-V with the def2-TZVPD basis set.

## Properties
DFT total energy   -22746.3406 eV
SMILES   NSCP
Gap between HOMO and LUMO   9.11 eV
Highest occupied orbital energy   -8.40 eV

Geometry (Å):
S: -0.19 -1.48 -0.02
P: -0.03 1.50 -1.10
N: -0.93 -1.03 1.53
C: 0.82 0.06 -0.06
H: 1.84 -0.18 -0.24
H: -1.55 -0.24 1.40
H: 0.92 2.25 -1.93
H: 0.67 0.15 1.02
H: -1.39 -1.93 1.82
H: -0.15 0.90 -2.42

***

What did the second record say?
Here is a molecular structure, ClNi at a distorted geometry from the OMol25 dataset. Energies are from ωB97M-V with the def2-TZVPD basis set.

## Properties
Expectation value of S²   2.010
2S+1   3
DFT total energy   -53555.0948 eV
Gap between HOMO and LUMO (alpha / beta)   9.35 / 7.40 eV
Highest occupied orbital energy (alpha / beta)   -17.32 / -17.05 eV
Net charge   +1

Geometry (Å):
Ni: -0.24 0.92 -0.56
Cl: 0.24 -0.92 0.56

***

> What is the DFT total energy in the third record?

-22746.3406 eV

***

> Number 2 is which compound?

ClNi

***

> Among the records above, which one has the lowest DFT total energy?

ClNi